67
Properties=species:S:1:pos:R:3:mulliken_charge:R:1 method="wB97M-V/def2-TZVPD" de_lowest_kcal_mol=5.1
Se -1.21921 -1.13875 -1.00265 -0.314
Se -2.35153 2.39074 -0.67629 -0.395
Sc 1.11556 -0.31867 0.00833 -0.109
S 0.76659 1.49514 1.94138 -0.526
S 0.86506 2.53026 -2.07240 0.417
S 0.81242 -1.40780 2.45858 -0.372
P -2.81737 0.31398 -0.65266 0.437
O 0.51787 0.48626 4.28160 -0.261
O 1.20074 1.26684 -1.29636 -0.287
N 4.04508 -1.45557 -0.32036 -0.569
N 3.49431 -0.35376 -0.08216 1.007
C -4.31772 -1.38916 -2.30187 -0.447
C -4.63994 0.72985 1.38685 -0.598
C 6.59133 1.68821 -0.41152 -0.605
C -6.19934 -0.67456 -3.61460 -0.433
C 4.83326 3.04980 0.49074 -0.741
C -5.31275 0.44215 2.55897 -0.651
C -3.96300 -1.51960 2.85246 -0.697
C 1.78965 -2.41935 -0.44264 0.547
C 1.08503 -3.61822 -0.58831 0.154
C 3.96995 1.96503 0.44022 0.180
C 0.92820 3.83288 -0.85479 -0.658
C -4.11363 -0.08205 -1.87404 0.760
C 2.41609 2.88604 -2.89464 -0.853
C -3.29203 -1.23712 1.67042 -0.236
C 3.85547 -3.78366 -0.59318 -0.535
C -4.95781 0.92610 -2.32377 -0.385
C -4.97472 -0.68452 3.29651 -0.435
C 6.14407 2.91650 0.06064 -0.509
C 1.72438 -4.84727 -0.72274 -0.901
C 3.18640 -2.56798 -0.44893 0.267
C 0.69328 0.17980 3.01505 0.625
C -3.62800 -0.11216 0.93090 0.756
C 4.42465 0.74388 -0.03014 -0.175
C 3.11084 -4.93966 -0.72597 -0.504
C -5.99870 0.62936 -3.18907 -0.662
C 0.42133 -0.57571 5.23259 -0.748
C -5.35603 -1.68301 -3.16998 -0.675
C 5.74064 0.59940 -0.45554 -0.382
H -7.00836 -0.90499 -4.29516 0.367
H -5.49749 -0.90539 4.21720 0.383
H 2.95339 2.05462 0.80143 0.254
H -0.00110 -3.60704 -0.59345 0.270
H 4.93666 -3.79960 -0.59532 0.447
H -0.45430 -1.18868 5.01731 0.322
H -3.68976 -2.39463 3.42509 0.436
H 1.13173 -5.74658 -0.82883 0.410
H 4.47955 3.99444 0.88067 0.437
H -4.88473 1.62247 0.82608 0.314
H 0.21440 3.55711 -0.07992 0.076
H 1.93668 3.93380 -0.46186 0.205
H 0.32066 -0.08079 6.19572 0.250
H -3.66037 -2.17971 -1.96049 0.297
H -5.50446 -2.70157 -3.50150 0.391
H 2.49384 2.22821 -3.75523 0.359
H 1.32148 -1.19055 5.20222 0.351
H -6.09701 1.10154 2.90336 0.388
H -2.49665 -1.88741 1.32895 0.313
H 3.59849 -5.89767 -0.83491 0.366
H 0.59848 4.74875 -1.34172 0.430
H 6.81795 3.76025 0.09854 0.403
H 3.23290 2.70960 -2.19477 0.100
H 2.40415 3.92388 -3.22249 0.436
H 7.61165 1.57721 -0.74773 0.380
H 6.08250 -0.35641 -0.82278 0.449
H -6.64898 1.42029 -3.53546 0.392
H -4.78173 1.94516 -2.00557 0.288

64
Properties=species:S:1:pos:R:3:mulliken_charge:R:1 method="wB97M-V/def2-TZVPD" spin_multiplicity=2 de_lowest_kcal_mol=1.8
Ru -0.05618 -0.25270 0.39064 1.003
S -2.37658 -0.95190 -0.12516 -0.394
S -0.06058 0.42670 2.73744 -0.549
S -2.39318 2.13900 0.98484 -0.069
S 0.07342 -0.30240 -2.38996 -0.142
N 0.69932 -2.52520 0.27574 0.598
N 0.07422 2.17580 -0.52176 0.157
N 2.29162 0.30810 0.08244 0.153
C -3.40998 -0.01970 4.86814 -0.534
C 2.15932 4.00910 -0.47466 -0.625
C -3.35508 0.64430 -4.25816 -0.743
C 0.36012 -3.50450 -0.60246 0.269
C -1.74518 0.54430 3.20524 0.787
C -2.03338 0.41160 -3.93946 -0.742
C -2.11668 -0.08310 4.39604 -0.837
C 4.84352 0.12920 -0.24226 -0.464
C 2.32002 -2.27210 2.16574 -0.728
C 1.17462 -4.63560 -0.40016 -0.814
C 1.70202 -3.01190 1.03734 0.267
C -4.02828 1.28450 2.96124 -0.649
C 2.02822 -4.32510 0.63474 -1.020
C 0.14232 3.10310 0.43714 0.948
C -3.98858 -0.08480 -2.06736 -0.824
C 3.42412 0.20180 -0.05196 -0.075
C -2.71818 1.26480 2.50284 0.331
C 0.96462 2.22480 -1.51756 0.445
C -2.65288 -0.31090 -1.71506 0.942
C -0.96248 3.18300 1.44754 -1.371
C 5.29412 -1.26670 -0.67566 -1.097
C -4.33818 0.39040 -3.30946 -0.618
C 1.17922 4.02980 0.49964 -0.882
C 2.02922 3.11580 -1.52106 -0.784
C 0.75992 1.36030 -2.72166 -0.940
C -4.37918 0.65510 4.14214 -0.634
C -0.75008 -3.42070 -1.57356 -0.933
C -1.67198 -0.02860 -2.67436 0.125
H -0.62018 2.85250 2.42984 0.490
H -3.66338 -0.50550 5.79894 0.377
H 5.32882 0.41730 0.69444 0.275
H -1.25988 0.56540 -4.67866 0.556
H -0.59008 -2.62380 -2.30146 0.142
H -5.39818 0.69860 4.49624 0.385
H 1.71382 1.18230 -3.21846 0.463
H -0.85458 -4.36270 -2.10656 0.356
H 2.78832 -4.94500 1.06914 0.481
H 3.38232 -2.11090 1.98434 0.096
H -4.73988 -0.29210 -1.32266 0.442
H 5.10992 0.86440 -1.00836 0.306
H 0.07802 1.85700 -3.41386 0.512
H 4.78202 -1.56930 -1.58716 0.326
H -1.31088 4.21610 1.52984 0.610
H -3.61828 1.01270 -5.23886 0.386
H 2.73732 3.10730 -2.33506 0.507
H 1.82382 -1.31100 2.29954 -0.145
H -5.37778 0.55990 -3.54906 0.381
H 1.21492 4.75350 1.29884 0.491
H 5.08892 -1.99820 0.10224 0.274
H -4.76938 1.80530 2.37414 0.433
H -1.36018 -0.63650 4.93114 0.427
H 6.36562 -1.25460 -0.85836 0.371
H -1.68528 -3.19580 -1.05226 0.221
H 1.12722 -5.54390 -0.96756 0.449
H 2.98892 4.69960 -0.44626 0.439
H 2.23442 -2.84790 3.08874 0.393

68
Properties=species:S:1:pos:R:3:mulliken_charge:R:1 method="wB97M-V/def2-TZVPD" smiles="COc1ccc(-n2nc(C(=O)NCC(=O)Nc3cc(OC)c(OC)c(OC)c3)c3ccccc3c2=O)cc1OC" de_lowest_kcal_mol=550.1
O 3.69168 3.13158 0.90765 -0.787
O 3.55030 -3.29256 -0.35359 -0.741
O -4.86535 -0.56618 1.14219 -0.474
O -2.66984 -3.33374 -1.08545 -0.243
O -2.01231 -0.50804 -2.08067 -0.437
O -2.25939 -1.26138 1.88747 -0.417
O -5.03861 1.96401 -0.24436 -0.193
O -1.04549 4.55208 -0.68009 -0.617
N -0.18967 2.38153 0.34973 -0.030
N 2.17299 2.62317 -0.83205 -0.368
N 2.40974 -1.30830 -0.24408 0.427
N 2.30806 0.12738 -0.16514 -0.366
C 0.08410 -1.01943 -1.29775 -0.961
C -1.11026 -1.58182 -1.39296 0.968
C 3.62794 -1.88014 -0.20949 0.670
C -1.60691 1.84976 0.66493 -0.912
C -0.55173 -3.56484 -0.07185 -0.165
C 3.51494 0.99074 -0.08106 0.492
C 6.93073 0.42279 0.82038 -0.536
C 4.74702 -0.94788 -0.15473 0.340
C 4.66445 0.33002 0.32113 0.786
C 3.10638 2.32694 -0.04648 0.302
C -5.03090 3.03644 -0.73234 -1.427
C 7.10046 -0.94618 0.59712 -0.296
C -1.44542 -2.97504 -0.99625 0.635
C 5.90417 -1.72913 0.42937 -0.918
C -1.31559 0.46405 1.14394 -0.041
C -2.79014 2.20659 -0.00010 -1.123
C 5.81312 0.99470 0.40563 -0.725
C 1.07818 -1.72122 -0.60784 -0.192
C 1.46300 4.15673 -0.61824 -0.411
C -3.88546 0.33485 0.80974 0.272
C -0.08534 3.69567 -0.40486 0.368
C -2.95706 -4.61540 -0.56031 -1.234
C 0.68295 -3.09333 0.23958 -1.571
C -3.45538 -2.17212 2.39875 -1.020
C -3.41965 -0.91097 -2.42723 -0.681
C -3.88429 1.35744 0.21154 0.791
C -5.82097 0.03030 1.96675 -1.062
C -2.38598 -0.25344 1.32484 0.815
H -2.79788 -4.63057 0.41602 0.522
H 5.81507 2.18195 0.54960 0.168
H -3.84010 -1.32118 -1.50406 0.059
H -4.51816 2.99199 -1.83935 0.332
H 7.96880 -1.60760 0.78394 0.349
H -3.97248 -1.74572 3.03844 0.515
H 1.79121 1.98209 -1.42930 0.323
H -3.44394 -1.91179 -3.07667 0.157
H -4.84219 3.93610 -0.50659 0.678
H -3.68706 -0.05091 -2.81619 0.535
H -6.36347 0.94647 1.33204 0.146
H 7.98252 0.84081 0.96478 0.294
H -3.87820 -2.51364 1.42895 0.325
H -6.68212 -0.55469 2.13482 0.444
H -2.17877 -5.34744 -1.11743 0.299
H -6.16536 3.05024 -1.38521 0.183
H 1.53083 -3.60035 0.68083 0.518
H -5.63595 0.33544 2.90574 0.456
H 1.82433 4.52072 0.46865 0.321
H -0.32538 0.03403 1.49085 0.471
H 0.29500 -0.11903 -1.51421 0.904
H 0.57457 1.83021 0.51428 0.221
H -0.71922 -4.53601 0.36832 0.491
H 1.52470 4.60122 -1.71125 0.315
H -2.87502 3.15435 -0.45165 1.010
H -3.97064 -4.68578 -0.85017 0.327
H 6.01919 -2.69229 0.12606 0.484
H -2.63248 -3.03292 2.69994 0.232